# 1
# C21H31F5P2STi

A structure of composition C21H31F5P2STi in a non-equilibrium geometry (ωB97M-V/def2-TZVPD, the Open Molecules 2025 dataset).

## Properties
LUMO (alpha / beta), eV: 0.340 / -0.174
Relative energy (zero: lowest compared OMol25 entry of this formula, charge and spin), kJ/mol: 0.0
Charge: 0
Strongest force on any atom, eV Å⁻¹: 2.57
Calculated total energy, hartree: -3248.2959
Spin multiplicity: 3
Gap between HOMO and LUMO (alpha / beta), Eh: 0.261 / 0.284

Each line ends with the Löwdin charge.
CARTESIAN COORDINATES (ANGSTROEM)
P  -0.162  -1.671  -3.283  0.856
P  0.208  1.632  -3.079  0.880
C  -0.423  -0.585  -4.753  -0.422
C  0.381  0.724  -4.690  -0.420
H  -1.503  -0.366  -4.770  0.073
H  -0.154  -1.171  -5.643  0.078
H  1.458  0.519  -4.797  0.071
H  0.064  1.414  -5.485  0.077
C  -1.493  2.320  -3.332  -0.272
H  -1.721  3.013  -2.506  0.046
H  -2.231  1.504  -3.326  0.040
H  -1.540  2.867  -4.287  0.043
C  1.169  3.152  -3.389  -0.291
H  0.790  3.693  -4.267  0.039
H  2.224  2.890  -3.536  0.039
H  1.090  3.804  -2.506  0.043
C  -1.131  -3.168  -3.618  -0.295
H  -0.982  -3.871  -2.785  0.042
H  -0.821  -3.648  -4.557  0.038
H  -2.196  -2.904  -3.665  0.038
C  1.548  -2.254  -3.606  -0.271
H  2.244  -1.405  -3.564  0.039
H  1.602  -2.740  -4.590  0.045
H  1.830  -2.980  -2.829  0.045
Ti  0.023  -0.150  2.024  0.656
C  0.736  1.428  0.674  -0.247
C  -0.663  1.540  0.557  -0.209
C  -1.453  0.794  -0.464  -0.246
C  -1.987  -0.607  -0.040  -0.184
C  -1.013  -1.482  0.687  -0.252
C  0.332  -1.641  0.329  -0.195
C  1.021  -0.782  -0.677  -0.283
C  1.608  0.581  -0.212  -0.214
C  0.971  -1.576  3.207  -0.245
H  1.257  2.208  1.237  0.116
H  -1.176  2.380  1.050  0.109
H  -0.849  0.685  -1.390  -0.016
H  -2.327  1.393  -0.781  0.112
H  -2.890  -0.466  0.580  0.117
H  -2.338  -1.129  -0.952  0.108
H  -1.436  -2.211  1.382  0.122
H  0.872  -2.529  0.678  0.104
H  0.337  -0.578  -1.541  -0.055
H  1.858  -1.346  -1.119  0.100
H  2.588  0.375  0.259  0.117
H  1.858  1.157  -1.124  0.068
H  1.729  -1.093  3.842  -0.006
H  1.456  -2.359  2.603  -0.015
H  0.219  -2.045  3.874  0.007
F  0.980  0.545  9.090  0.112
C  0.469  0.556  7.843  -0.123
C  1.188  1.117  6.786  -0.129
F  2.408  1.641  7.027  0.107
C  0.651  1.120  5.502  -0.209
F  1.424  1.616  4.483  0.048
C  -0.621  0.606  5.231  -0.463
S  -1.381  0.592  3.610  0.698
C  -1.314  0.020  6.309  -0.214
F  -2.516  -0.568  6.081  0.064
C  -0.788  -0.002  7.601  -0.126
F  -1.485  -0.559  8.614  0.107

# 2
# C21H31F6N4O3P3RuSe2

A structure of composition C21H31F6N4O3P3RuSe2 in a non-equilibrium geometry (ωB97M-V/def2-TZVPD, the Open Molecules 2025 dataset).

## Properties
LUMO (alpha / beta), eV: -9.745 / -12.894
Relative energy (zero: lowest compared OMol25 entry of this formula, charge and spin), kJ/mol: 20.3
Charge: +3
Strongest force on any atom, eV Å⁻¹: 5.90
Calculated total energy, hartree: -7783.6425
Spin multiplicity: 6
Gap between HOMO and LUMO (alpha / beta), Eh: 0.281 / 0.166

Each line ends with the Löwdin charge.
CARTESIAN COORDINATES (ANGSTROEM)
Ru  0.058  0.196  -0.382  0.610
Se  -2.262  -0.207  -0.034  0.716
P  -1.270  -1.202  1.686  0.290
Se  0.878  -1.485  1.349  0.521
C  -1.862  -0.222  3.073  -0.409
C  -0.953  0.562  3.820  -0.096
C  -1.423  1.270  4.910  -0.033
C  -2.807  1.263  5.237  -0.009
C  -3.711  0.596  4.418  -0.047
C  -3.266  -0.209  3.369  -0.069
C  -2.073  -2.784  1.900  -0.355
C  -3.089  -3.264  1.054  -0.025
C  -3.500  -4.587  1.175  0.097
C  -2.868  -5.484  2.090  0.064
C  -1.976  -4.953  3.023  0.024
C  -1.539  -3.619  2.918  0.037
H  0.110  0.574  3.599  0.093
H  -0.744  1.828  5.545  0.123
H  -3.130  1.861  6.110  0.139
H  -4.806  0.639  4.636  0.143
H  -3.968  -0.746  2.725  0.112
H  -3.462  -2.620  0.253  0.080
H  -4.362  -5.004  0.597  0.174
H  -3.171  -6.550  2.105  0.159
H  -1.601  -5.555  3.859  0.146
H  -0.793  -3.205  3.590  0.134
F  -1.137  -1.337  -3.342  -0.197
P  -1.039  -2.877  -2.720  0.304
F  0.390  -3.157  -3.541  -0.176
F  -2.016  -3.412  -3.976  -0.151
F  -2.369  -2.568  -1.852  -0.222
F  -0.920  -4.362  -2.044  -0.148
F  -0.143  -2.273  -1.464  -0.311
C  2.364  -1.318  -1.993  -0.132
N  3.642  -1.414  -2.767  0.133
C  4.732  -0.792  -1.983  -0.078
N  4.444  0.655  -1.598  0.017
C  3.201  0.688  -0.848  -0.150
N  1.960  0.106  -1.566  -0.163
C  1.846  0.884  -2.889  -0.130
N  3.077  0.899  -3.718  0.001
C  3.387  -0.544  -3.996  -0.071
C  4.200  1.433  -2.856  -0.080
H  2.363  -1.993  -1.135  0.105
H  1.587  -1.705  -2.698  0.103
H  5.648  -0.770  -2.615  0.161
H  4.954  -1.291  -1.038  0.150
H  2.963  1.728  -0.533  0.135
H  3.304  0.102  0.029  0.098
H  1.554  1.887  -2.630  0.098
H  1.040  0.376  -3.442  0.141
H  4.300  -0.593  -4.614  0.156
H  2.558  -0.991  -4.555  0.155
H  3.939  2.435  -2.504  0.143
H  5.131  1.461  -3.430  0.150
C  -0.034  4.307  1.695  -0.057
O  -0.411  2.929  1.418  -0.322
P  -0.152  2.386  -0.138  0.619
O  -1.338  3.032  -1.004  -0.294
C  -2.625  3.265  -0.418  -0.102
O  1.165  3.207  -0.543  -0.356
C  1.165  4.428  -1.340  -0.039
H  -0.408  5.037  0.938  0.104
H  1.069  4.375  1.750  0.107
H  -0.434  4.548  2.654  0.094
H  -2.915  4.336  -0.518  0.130
H  -2.709  3.020  0.628  0.073
H  -3.355  2.620  -0.883  0.078
H  0.211  4.982  -1.237  0.102
H  1.384  4.168  -2.369  0.088
H  2.011  5.008  -0.938  0.117

# 3
# C21H31GaO4

A structure of composition C21H31GaO4 in a non-equilibrium geometry (ωB97M-V/def2-TZVPD, the Open Molecules 2025 dataset).

## Properties
LUMO, eV: 0.504
Relative energy (zero: lowest compared OMol25 entry of this formula, charge and spin), kJ/mol: 161.4
Charge: 0
Strongest force on any atom, eV Å⁻¹: 2.57
Calculated total energy, hartree: -3044.3818
Gap between HOMO and LUMO, Eh: 0.298

Each line ends with the Löwdin charge.
CARTESIAN COORDINATES (ANGSTROEM)
O  0.279  -0.024  -4.788  -0.105
C  0.080  1.280  -5.373  -0.167
C  -0.165  0.688  -6.756  -0.079
H  0.969  1.908  -5.276  0.113
H  -0.769  1.801  -4.924  0.112
C  0.054  -0.682  -6.083  -0.567
H  0.574  0.946  -7.511  0.110
H  -1.162  0.842  -7.160  0.110
C  1.291  -1.427  -6.520  -0.023
H  2.157  -0.768  -6.528  0.088
H  1.161  -1.837  -7.522  0.090
H  1.500  -2.252  -5.840  0.087
C  -1.164  -1.572  -6.019  -0.023
H  -2.034  -1.013  -5.681  0.087
H  -0.998  -2.395  -5.325  0.087
H  -1.386  -1.994  -7.000  0.090
Ga  -0.283  -0.348  3.227  0.616
C  -2.241  -0.838  4.472  -0.156
C  -1.943  0.524  4.646  -0.159
C  -2.120  1.162  3.396  -0.167
H  -1.609  0.998  5.552  0.109
C  -2.529  0.192  2.465  -0.158
C  -2.586  -1.051  3.116  -0.150
H  -2.841  -1.996  2.666  0.111
H  -2.201  -1.591  5.240  0.112
H  -1.924  2.199  3.194  0.111
H  -2.717  0.365  1.419  0.104
C  0.823  -1.787  4.776  -0.141
C  0.053  -2.584  3.897  -0.158
C  0.582  -2.451  2.598  -0.145
H  -0.793  -3.191  4.166  0.111
C  1.701  -1.586  2.686  -0.152
C  1.850  -1.193  4.023  -0.166
H  2.567  -0.483  4.391  0.113
H  0.652  -1.650  5.830  0.119
H  0.224  -2.953  1.716  0.108
H  2.300  -1.236  1.864  0.113
O  0.042  0.251  1.084  -0.222
C  -0.329  -0.629  0.001  -0.174
C  -0.641  0.275  -1.174  -0.144
H  -1.171  -1.236  0.327  0.117
H  0.515  -1.288  -0.208  0.127
C  0.284  1.458  -0.921  -0.145
H  -1.683  0.594  -1.142  0.118
H  -0.468  -0.218  -2.128  0.107
C  0.215  1.605  0.583  -0.143
H  -0.028  2.365  -1.434  0.118
H  1.300  1.223  -1.236  0.122
H  -0.644  2.198  0.898  0.128
H  1.101  2.015  1.052  0.113
C  2.598  2.889  3.669  -0.096
O  1.777  1.875  3.222  -0.142
C  0.755  1.357  3.943  -0.399
O  0.549  1.771  5.075  0.032
H  1.999  3.798  3.892  0.102
H  3.339  3.131  2.881  0.097
H  3.140  2.564  4.583  0.102

Number 3 is which compound?
C21H31GaO4